Record 1
Density functional theory data (the ωB97M-V functional and the def2-TZVPD basis) for a cluster of 10 separate species, C9H39N7O11 in total in a non-equilibrium geometry.

Values from the calculation:
Total charge: -1
Multiplicity: 2
DFT total energy: -1577.2669 Eh
Expectation value of S²: 0.750

XYZ file:
```
66
Properties=species:S:1:pos:R:3:forces:R:3
C 3.8398 -0.9035 -3.9305 1.809 2.150 1.209
O 4.7553 -1.2418 -3.1770 0.554 -0.746 -0.545
N 3.9188 0.1967 -4.6678 2.738 1.930 -1.772
N 2.6279 -1.3010 -3.9111 -3.676 -2.705 0.751
H 4.8401 0.5996 -4.5729 -0.390 0.552 -0.567
H 3.1876 0.6111 -5.2280 0.450 -0.159 0.239
H 1.9740 -0.6776 -4.3626 -0.572 -0.919 0.492
H 2.4073 -1.8451 -3.0893 -0.865 -0.241 -0.342
C -4.7237 -0.5273 1.8694 -1.737 -2.346 0.648
O -5.5071 -1.0912 2.6170 -0.489 -0.654 0.735
N -4.0366 -1.1409 0.9252 0.944 -1.454 -1.090
N -4.5719 0.7484 1.8634 0.326 5.808 0.550
H -3.3032 -0.6155 0.4711 0.266 -0.863 -0.232
H -4.0241 -2.1407 1.0674 0.586 0.141 -0.553
H -3.9686 1.2449 1.2234 -0.007 -0.295 -0.010
H -5.1683 1.3345 2.4298 0.082 -0.494 0.014
C -0.2722 -0.7693 -0.8480 -2.532 -3.065 -0.538
O -1.3355 -1.3355 -1.1427 -0.432 0.281 -0.402
N -0.1746 0.3993 -0.3512 -0.004 4.684 1.720
N 0.9056 -1.3176 -0.9294 3.279 -2.507 -0.702
H -0.9908 0.9744 -0.1988 0.310 -0.115 0.002
H 0.7728 0.6634 -0.1215 -0.535 1.034 0.257
H 1.6496 -0.9216 -0.3729 0.306 -0.315 -0.322
H 0.9867 -2.3118 -1.0880 -0.209 0.030 0.142
C 1.1599 -1.1158 3.2433 0.041 -0.383 -1.570
O 0.0033 -0.3959 3.5722 -0.605 1.150 1.553
C 0.3729 0.8762 4.1157 2.478 -0.838 -0.714
C -0.5490 1.9068 3.7140 -2.528 1.350 0.067
N -0.7155 2.0542 2.2691 0.325 -0.358 0.414
C -1.6786 3.0800 1.8937 -0.184 -0.469 0.377
C -2.0168 3.1432 0.4221 0.221 -0.538 0.304
O -2.6147 1.8818 0.0337 -0.504 0.821 -0.929
C -3.0566 1.9985 -1.3293 -0.210 0.132 -1.058
H 0.9082 -2.1327 2.9424 -0.225 -0.071 0.451
H 1.9351 -1.1136 4.0096 -0.039 0.064 0.060
H 1.4698 -0.6454 2.3101 1.058 -0.069 0.027
H 1.3217 1.2056 3.6920 0.583 -0.568 -0.042
H 0.5274 0.8991 5.1944 -0.307 -0.426 0.246
H -0.2815 2.8933 4.0928 0.137 -0.088 0.433
H -1.4623 1.5610 4.1981 -0.927 0.638 -0.083
H -0.9501 1.1125 1.9892 -0.468 -0.091 -0.714
H -1.3150 4.0446 2.2479 0.266 0.147 -0.254
H -2.6204 2.9545 2.4279 -0.339 -0.220 0.192
H -1.1462 3.3201 -0.2094 0.199 0.001 -0.023
H -2.7125 3.9712 0.2868 -0.230 -0.046 -0.204
H -3.7625 2.8135 -1.4891 0.195 0.534 0.473
H -3.6044 1.1802 -1.7967 0.192 -0.857 1.168
H -2.2229 2.1234 -2.0203 0.367 0.287 0.237
O 3.8286 -0.5694 -0.8016 -0.677 0.573 1.059
H 4.4888 -0.8277 -0.1583 0.063 -0.086 0.246
H 4.2507 -0.7115 -1.6489 0.461 -0.414 -0.863
O 1.0499 -4.1452 -2.6592 0.529 0.218 -0.647
H 0.3668 -4.7524 -2.9437 -0.251 -0.286 -0.003
H 1.1728 -4.3404 -1.7302 -0.076 -0.337 0.918
O -0.5238 -2.2433 -3.6799 -0.197 0.588 -1.263
H 0.1616 -2.8165 -3.3366 0.311 -0.353 0.277
H -0.9111 -1.8402 -2.9029 -0.432 0.051 0.614
O 0.8959 -4.7544 0.1769 -0.001 0.716 -1.117
H 1.6147 -5.3751 0.2960 0.682 -0.571 0.253
H 0.3763 -4.8325 0.9770 -0.506 -0.032 0.711
O 1.8252 1.9148 1.3669 1.372 -0.216 -0.589
H 0.9598 2.0271 1.7603 -1.261 0.216 0.191
H 2.3075 2.7021 1.6191 0.295 0.124 -0.085
O 2.4787 1.7979 -2.3582 -0.155 0.580 -0.267
H 2.8279 1.4876 -1.5228 0.247 -0.313 0.395
H 2.0514 1.0310 -2.7395 -0.105 -0.294 0.074
```
Positions in Å, forces in eV/Å.

Atomic partial charges in e from the Löwdin method, atoms 1 to 4: -0.76 0.00 0.15 0.20

=====

Record 2
Density functional theory data (the ωB97M-V functional and the def2-TZVPD basis) for the ion CH3O3S2 with charge -1 in a non-equilibrium geometry.

Values from the calculation:
Total charge: -1
SMILES string: C=S(O)#S(=O)[O-]
DFT total energy: -1061.9721 Eh

XYZ file:
```
9
Properties=species:S:1:pos:R:3:forces:R:3
C -1.3242 0.7637 -0.5254 -1.202 -1.766 -1.931
O 1.9995 0.9232 0.7192 -0.110 3.685 1.900
O 2.8480 -0.5327 -0.9154 0.602 -0.626 -1.161
O -0.5363 -1.4389 0.9675 -1.052 0.449 0.248
S -0.3125 -0.5087 -0.6440 -0.950 -1.056 0.837
S 1.9996 -0.3920 0.2386 -0.047 -2.555 -0.543
H -2.3017 0.5708 -1.0741 1.262 0.908 0.873
H -0.9935 1.6620 -0.1116 0.076 1.414 0.685
H -1.3788 -1.0475 1.3453 1.421 -0.452 -0.908
```
Positions in Å, forces in eV/Å.

Atomic partial charges in e from the Löwdin method, atoms 1 to 4: -0.54 -0.50 -0.52 -0.57

=====

Record 3
Density functional theory data (the ωB97M-V functional and the def2-TZVPD basis) for a cluster of 2 separate species, C2H2IN3 in total in a non-equilibrium geometry.

Values from the calculation:
Total charge: 0
DFT total energy: -539.2174 Eh

XYZ file:
```
8
Properties=species:S:1:pos:R:3:forces:R:3
C -0.3582 0.3216 -1.2547 -1.153 0.208 -1.058
C -2.5325 0.0627 0.9763 -1.403 -0.402 -0.505
N -1.5261 0.2108 1.5037 0.313 0.161 0.276
N 0.7284 0.2754 -0.8371 -2.803 0.561 -0.141
N 1.8320 0.0675 -0.4080 3.338 -0.674 0.637
I -4.3300 -0.3118 0.0718 0.992 0.243 0.458
H -1.2904 0.5391 -1.8180 1.589 -0.169 0.800
H 2.1247 0.4777 0.4858 -0.872 0.072 -0.468
```
Positions in Å, forces in eV/Å.

Atomic partial charges in e from the Löwdin method, atoms 1 to 4: 0.06 -0.88 0.05 -0.26

=====

Record 4
Density functional theory data (the ωB97M-V functional and the def2-TZVPD basis) for a cluster of 13 separate species, C17H60N10O13 in total in a non-equilibrium geometry.

Values from the calculation:
Total charge: 0
DFT total energy: -2209.1505 Eh

XYZ file:
```
100
Properties=species:S:1:pos:R:3:forces:R:3
C -5.2075 1.9664 1.9222 -0.085 1.915 -2.044
C -4.6796 1.0487 0.8459 -0.310 -1.009 1.723
O -3.2508 0.9971 0.9254 -1.078 0.706 -0.144
H -6.2845 1.9481 1.7654 -0.242 -0.187 0.990
H -4.9729 2.9781 1.6012 0.148 0.476 0.082
H -4.7878 1.9067 2.9152 -0.292 -0.811 0.258
H -5.1256 1.2210 -0.1364 0.528 0.571 -0.135
H -5.1481 0.1168 1.1645 0.556 -0.855 -0.306
H -2.9961 0.1465 0.6082 0.734 -0.900 -0.432
C 4.1453 -0.0551 0.1090 -0.520 0.171 1.543
C 4.7706 -1.1899 -0.6379 -1.350 0.112 -0.447
O 6.0944 -1.3915 -0.2837 1.191 -1.659 0.597
H 4.7769 0.8105 0.0549 -0.072 0.769 -0.742
H 4.1356 -0.1865 1.1880 -0.070 -0.695 0.406
H 3.0864 0.1379 -0.1461 0.741 0.178 -0.375
H 4.7337 -0.8234 -1.6612 0.184 -0.415 -0.603
H 4.1306 -2.0893 -0.5500 0.537 0.127 -0.081
H 6.2395 -2.3310 0.0109 -0.567 1.462 -0.194
C 0.4598 0.1087 0.5671 -0.348 2.213 -2.233
C 0.0568 -0.4114 -0.7718 0.283 -1.675 -1.646
O -0.8692 0.4067 -1.4897 -0.047 0.103 0.292
H 1.1026 0.9790 0.4418 0.153 0.070 0.151
H 0.9973 -0.6419 0.9896 1.783 -2.024 1.502
H -0.3108 0.3864 1.2211 -1.376 0.245 0.829
H -0.3584 -1.4368 -0.7105 -0.197 0.343 0.247
H 0.9916 -0.6044 -1.3907 -0.774 0.532 0.520
H -1.0970 -0.0036 -2.3505 0.561 -0.073 0.594
C -3.6145 -1.0412 -2.7076 3.977 0.675 -0.423
C -3.4840 0.4729 -3.1430 -0.724 -1.311 0.409
O -4.3870 0.8209 -4.2350 0.868 -1.405 0.780
H -3.1379 -1.1901 -1.7030 0.174 0.513 -0.769
H -3.0549 -1.8070 -3.3587 -1.111 1.320 0.638
H -4.5588 -1.3324 -2.4767 -3.170 -0.791 -0.143
H -2.4131 0.6366 -3.3697 -0.880 0.356 -0.186
H -3.8031 1.0896 -2.2930 0.472 -0.057 0.025
H -4.1112 1.6770 -4.5295 0.117 0.792 -0.343
C 3.7446 -2.8509 2.3547 6.037 -3.206 -6.219
O 4.7550 -3.4011 1.5238 -4.920 2.377 4.455
N 3.9015 -2.4508 3.5709 0.022 1.876 3.591
N 2.5392 -2.6708 1.8781 -2.306 -0.275 -2.432
H 4.8232 -2.5413 3.9821 -0.255 0.166 -0.229
H 3.1883 -1.7096 3.9611 2.227 -1.637 -0.868
H 2.3704 -2.8242 0.8771 0.469 0.187 0.906
H 1.8346 -2.1496 2.3906 0.556 -0.076 -0.758
C 1.8885 2.7875 -1.8344 8.476 0.335 4.857
O 3.0928 2.7690 -1.1024 -6.171 0.502 -4.100
N 1.0243 3.7612 -1.8449 -1.724 5.363 -0.181
N 1.4607 1.8047 -2.5089 -1.691 -6.191 -3.527
H 1.2310 4.6240 -1.2944 -0.354 -0.912 -0.690
H 0.2461 3.8527 -2.5649 1.897 -0.195 1.250
H 2.0102 0.9816 -2.7974 0.226 1.248 0.752
H 0.4544 1.5550 -2.6208 0.949 0.914 0.391
C -1.6264 -3.9526 0.0200 2.797 0.723 -7.178
O -1.8089 -3.7164 -1.2592 0.357 -0.855 5.021
N -0.4180 -4.2135 0.5409 1.100 0.038 1.403
N -2.5532 -3.9736 0.9092 -4.708 0.152 2.469
H 0.3826 -4.2070 -0.0673 0.043 0.057 0.203
H -0.3295 -4.1031 1.5727 0.509 -0.270 -1.635
H -3.4737 -3.8215 0.4271 0.853 -0.577 1.576
H -2.3597 -4.3500 1.8760 -1.031 0.333 -1.945
C 0.9240 -0.6992 3.9536 -1.474 8.500 -0.052
O 0.5275 0.5965 3.6852 2.003 -7.367 1.527
N 0.4978 -1.7858 3.4442 -4.170 -4.560 -3.146
N 1.8957 -1.0247 4.8025 1.708 2.402 1.314
H -0.4026 -1.7573 2.9215 0.576 -0.012 0.079
H 0.8519 -2.7494 3.6565 -0.563 1.704 0.232
H 2.1561 -0.2473 5.3578 0.650 0.457 0.875
H 1.9262 -1.9346 5.1716 -0.182 -0.803 0.975
C -1.3194 4.1609 0.3890 4.000 5.634 -0.411
O -0.6792 5.4217 0.3820 -3.033 -6.319 -0.346
N -2.2838 3.8249 1.1644 -4.126 2.626 5.705
N -0.9918 3.1227 -0.3352 3.586 -3.014 -3.550
H -2.5017 4.3917 2.0222 0.519 -0.406 -1.705
H -2.7368 2.9445 1.2172 0.324 -0.915 -0.548
H -0.0126 3.2613 -0.9000 -3.272 -0.663 1.792
H -1.3658 2.1099 -0.2362 0.619 2.742 -0.017
C 2.8022 -1.3852 -3.7380 0.878 1.311 -0.009
O 2.4156 -0.1833 -4.4094 0.389 -0.309 -0.699
H 2.1235 -2.1738 -3.8055 -1.355 -1.096 -0.466
H 2.9499 -1.1077 -2.7406 -0.169 0.166 1.844
H 3.7780 -1.6902 -4.0104 0.931 -0.499 -0.793
H 3.0609 -0.0205 -5.1093 -0.376 0.173 0.124
C -0.7084 0.6361 -5.1520 0.079 -1.067 -1.301
O -0.2453 -0.2082 -4.1526 -0.240 -0.718 1.838
H -1.6953 0.2157 -5.4750 0.870 0.757 -0.079
H 0.0873 0.5367 -5.9035 -0.798 0.538 -0.737
H -0.7604 1.6616 -4.8282 -0.352 0.640 0.080
H 0.7058 -0.0544 -4.0854 0.081 -0.267 -0.209
C -2.7269 -1.1962 3.6318 0.117 -2.820 0.720
O -2.0300 -1.6492 2.4590 0.238 1.427 -0.012
H -2.1934 -1.7220 4.4819 -0.828 1.053 -0.425
H -3.7524 -1.5749 3.5848 0.024 -0.002 0.174
H -2.8011 -0.1467 3.7613 0.622 0.989 -0.273
H -2.4654 -2.3927 2.0543 -0.436 -0.249 -0.321
C 2.1018 3.4949 1.6567 -0.465 -1.308 3.572
O 0.8605 3.1579 2.3145 1.123 0.367 0.593
H 1.8878 3.9206 0.7595 0.004 0.980 -2.641
H 2.7990 2.6685 1.6923 -0.103 -0.671 -0.906
H 2.6100 4.1736 2.3050 0.076 1.112 0.370
H 0.2647 2.8836 1.6375 -0.628 -0.366 -0.621
```
Positions in Å, forces in eV/Å.

Atomic partial charges in e from the Löwdin method, atoms 1 to 4: -0.09 -0.30 -0.08 0.08